No. 1
Density functional theory data (ωB97M-V/def2-TZVPD) for a cluster of 2 separate species, C2H7NO in total.

Last column: natural (NBO) charge in e.
Atoms and positions in Å:
H: -1.14728 -1.05586 1.09764  0.201
H: -0.17681 0.74808 -0.45789  0.205
H: -2.68716 -0.87133 0.25964  0.199
C: -1.23751 0.62303 -0.28736  -0.605
H: -1.29320 -1.54700 -0.58414  0.203
O: 3.79128 -0.66727 -0.38241  -0.225
H: -1.74908 0.90915 -1.21443  0.199
H: -1.53773 1.34711 0.46867  0.199
N: 3.48266 0.31665 0.22547  -0.028
H: 4.15972 0.99534 0.73284  0.255
C: -1.60489 -0.79790 0.14197  -0.603

The charge is 0. The largest force on an atom comes out at 0.0526 hartree/bohr. As for the HOMO energy: -9.265 eV. As for the spin multiplicity: 1. As for the total energy: -210.27255 a.u. As for the structure (SMILES): N=O.CC. Its relative energy (zero: lowest compared OMol25 entry of this formula, charge and spin) is 331.3 kJ/mol.



No. 2
Density functional theory data (ωB97M-V/def2-TZVPD) for a structure of composition C18H23AuClN4OSSi.

Last column: natural (NBO) charge in e.
Atoms and positions in Å:
H: 4.35979 1.59349 -3.01162  0.244
C: 2.99747 -1.27399 2.81331  -0.220
C: -3.01664 2.64185 1.89333  -0.264
H: 1.36422 3.03164 0.59907  0.213
H: 3.78212 1.20201 1.24546  0.210
C: 1.25837 0.74450 2.23748  0.035
H: 2.42460 4.16975 -0.19515  0.247
H: -1.22243 3.32597 0.92396  0.207
N: -1.31449 1.27923 0.89676  -0.540
C: 0.09005 -0.92759 -4.63626  -0.315
Au: 0.43360 -0.42891 -0.40509  1.325
H: 4.83503 0.62151 -0.03561  0.240
H: -3.77351 -0.63974 2.17555  0.235
C: 1.98837 0.79267 3.41303  -0.066
H: -1.67926 -2.30850 -1.57779  0.235
C: 2.24295 -1.26717 1.65786  0.066
H: 1.03262 3.53767 -1.06042  0.239
H: 0.62567 -0.48608 -5.46482  0.236
Si: 2.89130 1.85627 -1.02110  1.886
C: -1.53960 -2.40217 -3.69627  -0.305
S: -1.35190 -1.36386 0.74086  -0.110
H: 0.55928 1.51418 1.97297  0.261
H: -0.77176 -1.95684 -6.89111  0.409
H: -2.32004 -3.14627 -3.76576  0.235
C: 0.39723 -0.52300 -3.36594  0.088
H: 2.31302 -2.05967 0.92818  0.231
C: 1.82356 3.27301 -0.35801  -1.137
H: 4.29217 3.26545 -2.47469  0.245
O: 1.98777 0.51301 -1.38809  -1.255
H: -3.37742 3.63220 2.12844  0.236
H: -4.67050 1.59855 2.77940  0.233
C: 3.69443 2.36375 -2.62570  -1.137
N: -0.21910 -1.01751 -2.27721  -0.531
Cl: 1.77407 2.13097 4.46588  0.078
N: 1.39425 -0.27121 1.38659  -0.453
H: 3.45201 -0.20160 4.62849  0.254
H: -1.94234 -3.01707 -6.21349  0.408
C: -3.73186 1.51219 2.24974  -0.133
C: -2.02969 0.19546 1.23384  0.058
N: -1.22862 -2.32431 -6.07606  -0.745
H: 3.67499 -2.09434 2.99797  0.252
H: 2.96195 2.58525 -3.40012  0.237
C: -0.90302 -1.89956 -4.84682  0.263
C: -3.23802 0.26232 1.91685  -0.264
C: 4.20978 1.45824 0.27715  -1.135
C: 2.87589 -0.23002 3.71458  -0.141
H: 4.87182 2.30949 0.44529  0.247
H: 1.16367 0.21117 -3.15871  0.273
C: -1.17873 -1.94212 -2.46096  0.072
C: -1.81699 2.46867 1.21985  0.051

The charge is +1. The largest force on an atom comes out at 0.0265 hartree/bohr. As for the HOMO energy: -11.187 eV. As for the spin multiplicity: 1. As for the total energy: -2277.40663 a.u. Its relative energy (zero: lowest compared OMol25 entry of this formula, charge and spin) is 8.5 kJ/mol.



No. 3
Density functional theory data (ωB97M-V/def2-TZVPD) for a structure of composition C49H45MnN2O3P2S.

Last column: Löwdin spin population.
Atoms and positions in Å:
S: 7.35800 5.29863 21.09683  0.001
H: 8.98842 -0.90458 24.68781  0.000
C: 5.90870 9.42094 26.84251  0.000
H: 0.69615 5.02186 21.22046  0.000
C: 11.76428 1.51412 27.09687  0.000
H: 1.49553 5.39754 23.48570  0.000
C: 3.45741 5.90839 22.91119  0.000
C: 12.93896 5.26986 23.23024  0.000
O: 11.55076 2.24063 21.93763  0.009
C: 5.06647 3.05466 24.03826  0.007
H: 3.07812 2.82998 23.68646  0.000
C: 5.56110 9.20472 22.48169  0.000
C: 10.20508 -1.85321 21.12000  0.000
C: 8.80713 6.70699 24.19738  0.004
O: 8.42112 1.62202 23.41363  0.022
H: 8.94511 6.83351 23.12280  0.000
C: 10.38024 1.64109 27.02385  0.000
H: 5.22777 11.31145 22.70311  0.000
H: 9.52433 7.34555 24.71465  0.001
H: 9.78667 1.79303 27.91375  0.000
C: 6.36738 10.62544 26.36945  0.000
C: 7.80496 4.89956 28.96385  0.000
C: 8.83426 5.73979 28.55703  0.000
C: 11.84637 1.37731 24.70538  0.000
C: 9.85337 -0.16328 22.80786  0.000
C: 13.72843 5.03786 24.35864  0.002
H: 10.98256 5.28956 22.31036  0.000
C: 12.50132 1.39689 25.91591  0.000
H: 2.33894 5.09865 19.31308  0.000
H: 7.61455 11.55264 24.89977  0.000
N: 7.49513 7.03428 24.59177  0.000
C: 3.75262 2.66209 24.52160  0.001
H: 6.53832 5.19454 24.33465  0.001
P: 9.13866 4.88662 24.56619  0.036
C: 11.56580 5.18549 23.27035  0.001
C: 7.44923 8.53713 21.14850  0.000
C: 3.76594 1.16675 24.86355  -0.001
C: 7.20257 4.02931 28.06890  0.000
C: 7.74509 9.87997 20.91736  0.000
C: 7.24207 8.21644 25.29441  0.000
H: 10.03262 6.43915 26.96620  0.000
H: 12.38735 1.26292 23.75713  0.000
H: 9.03956 -3.23315 23.98430  0.000
C: 6.95083 10.86379 21.47821  0.000
C: 8.66767 4.88817 26.32100  0.007
H: 7.46832 4.91947 30.00641  0.000
H: 6.39042 3.39471 28.35844  0.000
H: 8.06381 7.79650 20.67068  0.000
C: 11.72330 4.66801 25.59687  0.002
C: 7.65090 3.99971 26.75478  0.000
H: 10.53440 -2.10198 20.12997  0.000
P: 6.11965 6.43818 22.28570  0.000
H: 4.71943 5.69117 19.75735  0.000
H: 3.40681 3.35313 25.29719  0.001
H: 4.11211 0.58360 24.00137  0.000
C: 7.34157 10.60457 25.36938  0.000
H: 8.54752 10.17161 20.28299  0.000
C: 6.40047 8.19642 21.95976  0.000
C: 2.15772 5.55082 22.64786  0.000
H: 5.94620 7.29771 26.75930  0.000
C: 5.85228 10.52902 22.29151  0.000
H: 9.86543 -3.83533 21.70938  0.000
C: 9.81792 1.26656 23.29247  0.000
O: 9.56852 3.18396 21.80362  0.010
C: 9.26360 5.73851 27.23121  0.001
Mn: 7.83111 3.37344 22.59070  2.884
C: 3.99248 5.72721 20.55696  0.000
C: 9.72473 1.57618 25.81960  0.000
H: 6.04327 11.57649 26.77434  0.000
C: 7.78537 9.41026 24.83810  0.000
H: 3.73923 6.24545 23.92317  0.000
H: 4.41375 0.87193 25.67402  0.000
C: 9.35746 -1.16389 23.66561  0.000
C: 6.41212 6.27034 24.09906  0.001
C: 10.40615 2.30071 22.27762  0.004
H: 8.64518 1.60960 25.82795  0.000
C: 10.93926 4.88612 24.49151  0.003
H: 7.15208 11.89061 21.26828  0.000
C: 10.19444 -0.51386 21.51226  0.000
H: 14.80418 5.04072 24.31218  0.000
H: 7.88518 0.87526 23.76915  0.001
H: 5.50010 6.56807 24.61248  0.000
C: 1.71226 5.33835 21.35598  0.000
C: 10.45658 1.42206 24.65292  0.000
H: 13.32815 5.47394 22.26126  0.000
H: 7.19083 3.32987 26.00824  0.000
H: 13.65724 4.56753 26.45882  0.000
C: 13.09900 4.74965 25.55662  0.000
C: 9.36706 -2.46583 23.29140  0.000
C: 4.39667 5.98054 21.91028  0.000
H: 8.44344 9.39266 24.00527  0.000
C: 2.63786 5.37290 20.30567  0.000
H: 2.72516 0.87153 25.05606  0.000
H: 12.20343 1.44115 28.07182  0.000
H: 10.56945 0.24923 20.83427  0.000
N: 6.06752 3.21470 23.56545  0.002
H: 4.69806 8.93377 23.06788  0.000
H: 13.56902 1.38248 25.90953  0.000
H: 9.30943 6.37461 29.30558  0.000
H: 11.25777 4.40430 26.53725  0.000
H: 5.22468 9.42598 27.67633  0.000
C: 9.79161 -2.82203 22.00371  0.000
C: 6.30248 8.20431 26.30681  0.000

The charge is +1. The largest force on an atom comes out at 0.0714 hartree/bohr. As for the HOMO energy (alpha / beta): -9.928 / -10.043 eV. As for the spin multiplicity: 4. As for the total energy: -4461.20266 a.u. Its relative energy (zero: lowest compared OMol25 entry of this formula, charge and spin) is 0.0 kJ/mol.



No. 4
Density functional theory data (ωB97M-V/def2-TZVPD) for a cluster of 15 separate species, C5H43N2O14 in total.

Last column: natural (NBO) charge in e.
Atoms and positions in Å:
O: 0.04095 2.81892 -2.87587  -0.965
H: 0.56422 -1.42998 3.27059  0.210
C: -2.33635 -3.37707 -0.05534  -0.677
H: 4.52608 -1.85600 0.73526  0.496
H: 3.42303 1.46164 -1.21695  0.478
H: 2.56784 1.08878 -2.52749  0.460
H: -0.77111 -2.52361 3.69372  0.203
O: -1.50236 3.98531 -0.84524  -0.933
H: -2.39591 3.69711 -1.28345  0.482
N: 0.96743 -1.22931 -0.37567  -0.759
H: -2.07840 -0.78996 1.22129  0.214
O: 0.33775 -0.56291 -2.79957  -0.986
H: -2.91352 -2.66363 1.84627  0.192
H: 2.21683 3.31171 -0.19187  0.494
H: -0.89529 2.77856 -2.92505  0.483
C: -0.39336 -0.63239 -0.11621  -0.224
H: -3.29329 2.50606 2.46826  0.514
H: 2.67183 3.57064 -1.80095  0.501
H: -4.77294 1.20287 -0.61365  0.490
H: 1.19179 -4.42244 0.92465  0.473
H: 1.38486 -0.66216 -1.11001  0.473
H: 0.89317 -2.23157 -0.77166  0.483
O: -2.73281 2.45978 1.59521  -0.980
H: -1.80867 -4.05685 1.96938  0.209
O: -3.89009 0.88802 -0.65619  -0.971
H: 1.57166 -1.38985 0.46669  0.471
H: 0.41874 -1.05538 -3.73135  0.499
H: 1.22111 4.81996 0.99804  0.472
O: 3.79549 -1.47900 0.40056  -0.995
H: 3.76748 -0.70255 -0.19732  0.508
H: -2.66367 3.39715 1.19017  0.471
H: 2.92208 0.89005 0.83997  0.502
O: 1.03743 2.20221 3.10367  -0.976
O: 2.94940 3.29793 -0.90239  -1.003
O: 1.73107 -3.63297 0.82973  -0.928
H: -1.57301 3.80778 0.08920  0.459
H: -2.50117 -4.45821 -0.32915  0.236
H: 1.45055 -3.13159 1.53451  0.461
O: 0.90280 -3.49042 -2.36034  -0.955
H: 1.02350 1.92522 3.97857  0.493
H: -3.27979 1.41246 -0.12615  0.479
O: 1.02075 4.00345 0.79083  -0.937
O: -2.09909 1.34584 -2.49493  -0.956
H: -2.30329 0.32292 -2.28653  0.497
H: 1.87004 1.55195 -0.17022  0.489
H: 0.75718 -3.13528 2.92751  0.174
H: -0.37735 0.56106 -0.23873  0.203
N: -0.69450 -2.26316 1.62771  -0.504
C: -0.02251 -2.33891 2.92595  -0.435
H: 0.37314 1.79122 2.48806  0.494
H: 0.18094 3.54237 -2.24297  0.478
H: -1.64295 -2.98525 -0.91080  0.238
H: -1.17975 -0.85151 -0.87590  0.231
H: 1.77973 -3.13436 -2.35212  0.487
O: 2.02898 0.84108 0.43709  -0.986
C: -1.00334 -0.85512 1.30403  -0.239
H: 1.15639 3.64205 1.69594  0.503
H: -3.31634 -3.02051 -0.25545  0.228
H: 0.02134 0.23792 -3.20995  0.503
C: -2.06496 -3.19270 1.38546  -0.195
O: 3.46809 1.01139 -2.27327  -0.967
H: 0.84593 -4.38952 -2.00976  0.496
H: -2.12193 1.66191 -1.54720  0.460
H: -0.45187 -0.09117 1.94144  0.185

The charge is +1. The largest force on an atom comes out at 0.1458 hartree/bohr. As for the HOMO energy: -11.683 eV. As for the spin multiplicity: 1. As for the total energy: -1378.74743 a.u. Its relative energy (zero: lowest compared OMol25 entry of this formula, charge and spin) is 587.1 kJ/mol.



Q: Among the records above, which one has the highest relative energy (zero: lowest compared OMol25 entry of this formula, charge and spin)?
A: C5H43N2O14